17
Properties=species:S:1:pos:R:3:forces:R:3 method="wB97M-V/def2-TZVPD" homo_ha=-0.31286 total_charge=0 largest_force_ev_per_a=0.5 total_energy_ha=-346.9487
H -1.38044 0.47092 2.86383 0.0739 -0.0307 -0.0648
O -1.03402 -1.33052 0.24056 -0.0621 0.0866 0.5162
H -1.30101 -1.86621 2.14746 0.0159 0.0056 0.0153
H 1.88695 1.35721 0.31913 -0.0852 -0.0638 -0.1281
C -1.04312 -1.06933 1.42191 -0.0035 -0.1296 -0.1567
C 0.51731 0.94145 -1.24341 0.1670 -0.0262 0.0832
C -0.70501 0.26121 2.02969 -0.0672 0.0358 -0.0761
H -1.24255 -0.02312 -2.05592 0.1665 0.0388 -0.0042
H 0.03240 0.33336 -3.23590 -0.0432 -0.0327 0.1116
H 0.26616 1.99680 -1.31626 0.1634 -0.0949 -0.0479
C -0.15827 0.00855 -2.20679 0.0266 -0.0519 -0.0462
C 1.40086 0.60887 -0.30246 -0.0883 0.3527 -0.1293
O 1.80769 -0.64422 0.04856 -0.1474 -0.1386 -0.1325
H 0.31535 0.19692 2.43142 -0.1569 -0.0245 -0.0232
H 1.17038 -1.27886 -0.31064 0.1166 0.0641 0.0095
H -0.73422 1.05832 1.28590 -0.0259 -0.1494 0.1090
H 0.20156 -1.02134 -2.11707 -0.0502 0.1588 -0.0357